1.
This record from the Open Molecules 2025 dataset describes the molecule C3H4N2OS at a distorted geometry. The level of theory is ωB97M-V with the def2-TZVPD basis set.

```
11
Properties=species:S:1:pos:R:3:forces:R:3:nbo_charge:R:1
O 3.09730 -0.89930 -0.11220 0.70 -1.76 -1.50 -0.86
S 2.50725 0.59678 0.11995 -0.26 0.02 -0.77 0.62
C 0.81235 0.23314 -0.04619 -2.81 -1.36 0.83 -0.11
C -0.34780 1.08354 -0.11715 0.35 2.17 0.02 -0.35
C -1.43037 0.23519 -0.06123 1.36 2.08 -0.05 -0.04
N -0.97182 -0.95857 0.07857 1.27 -2.74 -0.26 -0.31
N 0.36178 -1.06136 0.07980 1.19 1.33 -0.26 -0.29
H 3.04671 -1.33268 -1.04198 -0.21 1.71 2.04 0.50
H -0.46517 2.21789 -0.12788 0.59 -1.89 -0.15 0.24
H -2.44696 0.32507 -0.14086 -2.24 0.90 -0.12 0.21
H -1.52071 -1.77853 -0.08306 0.07 -0.46 0.23 0.40
```
Positions in Å, forces in eV/Å.

Values from the calculation:
lowest unoccupied orbital energy = 0.7 eV
E_tot = -19036.8570 eV
spin multiplicity = 1
maximum force = 3.23 eV/Å
orbital gap = 0.32690 Eh
net charge = 0
structure (SMILES) = OSc1cc[nH]n1

---

2.
This record from the Open Molecules 2025 dataset describes the molecule C3H4N2OS2 at a distorted geometry. The level of theory is ωB97M-V with the def2-TZVPD basis set.

```
12
Properties=species:S:1:pos:R:3:forces:R:3:nbo_charge:R:1
C 1.13286 2.76756 -0.19759 1.41 1.37 0.62 -0.66
C 0.41477 1.45986 0.00063 3.09 1.77 -0.65 0.43
N -0.53447 1.21748 -0.78817 -1.47 -1.00 0.40 -0.63
S -1.52722 -0.14650 -0.52841 -0.48 0.93 -0.28 0.48
C -0.58711 -1.42677 0.14333 -1.36 -0.72 -0.69 0.11
O -1.09428 -2.52702 0.16773 0.86 0.28 0.49 -0.53
S 1.09224 -1.10256 0.39535 1.62 1.10 1.04 0.42
N 1.10759 0.64830 0.85022 -0.14 -2.55 0.61 -0.75
H 2.13825 2.66306 -0.78020 -1.82 0.00 1.11 0.23
H 0.48282 3.45833 -0.72014 0.01 0.01 -0.29 0.24
H 1.33652 3.27981 0.80787 -0.02 -0.86 -1.25 0.22
H 1.98129 0.93560 1.36705 -1.68 -0.33 -1.10 0.44
```
Positions in Å, forces in eV/Å.

Values from the calculation:
lowest unoccupied orbital energy = -0.1 eV
E_tot = -29872.6291 eV
spin multiplicity = 1
maximum force = 3.62 eV/Å
orbital gap = 0.32462 Eh
net charge = 0
structure (SMILES) = CC1=NSC(=O)SN1

---

3.
This record from the Open Molecules 2025 dataset describes the molecule C3H4N2OS2 at a distorted geometry. The level of theory is ωB97M-V with the def2-TZVPD basis set.

```
12
Properties=species:S:1:pos:R:3:forces:R:3:nbo_charge:R:1
N 0.02469 -2.06330 0.52902 -1.55 -0.94 1.90 -0.79
C 0.07757 -0.78041 0.15822 -0.04 0.96 -0.25 0.31
N 0.88968 -0.50883 -0.93434 -0.48 0.93 0.83 -0.52
C 0.70863 0.76603 -1.07750 -0.97 0.33 -0.02 0.37
S 1.49932 1.59952 -2.35235 0.41 1.17 -0.84 0.07
O -0.17101 1.36992 -0.27260 0.49 -0.16 0.41 -0.43
C -0.55348 0.34885 0.66549 0.73 -1.28 -1.68 -0.14
S -1.88000 0.48254 1.74653 1.47 0.87 1.40 0.04
H -0.80563 -2.30389 1.10810 1.21 -0.09 -0.82 0.40
H 0.37548 -2.72035 -0.14098 -0.12 -0.20 -0.01 0.41
H 0.94610 2.86052 -2.30389 0.09 -1.00 0.40 0.16
H -1.11134 0.94939 2.87431 -1.24 -0.59 -1.32 0.14
```
Positions in Å, forces in eV/Å.

Values from the calculation:
lowest unoccupied orbital energy = 0.6 eV
E_tot = -29873.2835 eV
spin multiplicity = 1
maximum force = 2.63 eV/Å
orbital gap = 0.31818 Eh
net charge = 0
structure (SMILES) = Nc1nc(S)oc1S

---

4.
This record from the Open Molecules 2025 dataset describes the molecule C3H4N2OS2 at a distorted geometry. The level of theory is ωB97M-V with the def2-TZVPD basis set.

```
12
Properties=species:S:1:pos:R:3:forces:R:3:nbo_charge:R:1
C -0.78811 -0.35217 -0.57699 -0.59 1.78 1.54 -0.10
C 0.05901 -1.38579 -0.79230 0.08 0.16 0.20 0.12
C 0.97461 0.27442 0.79312 3.40 -1.09 1.32 -0.43
N -0.25049 0.54909 0.29239 -2.11 1.35 -1.04 -0.13
N -0.87509 1.67622 0.79124 -1.93 1.10 -1.44 -0.63
O -0.15466 -2.47192 -1.55171 1.34 0.24 0.14 -0.62
S 1.81094 1.20496 1.93941 -0.09 -0.46 -0.45 -0.02
S 1.61890 -1.17840 -0.03119 -0.13 0.28 0.26 0.30
H -1.80204 -0.11184 -0.85394 -0.02 -0.59 -0.43 0.24
H -1.07141 2.42460 0.07636 0.47 -1.33 0.64 0.37
H -0.31299 2.09581 1.51929 0.39 -0.33 0.13 0.40
H 0.79132 -2.72499 -1.60569 -0.82 -1.10 -0.88 0.48
```
Positions in Å, forces in eV/Å.

Values from the calculation:
lowest unoccupied orbital energy (alpha / beta) = 0.4 / -2.2 eV
E_tot = -29869.3722 eV
spin multiplicity = 3
expectation value of S² = 2.014
maximum force = 3.81 eV/Å
orbital gap (alpha / beta) = 0.20243 / 0.24383 Eh
net charge = 0

---

5.
This record from the Open Molecules 2025 dataset describes a 2-piece molecular cluster, C3H4N2S overall at a distorted geometry. The level of theory is ωB97M-V with the def2-TZVPD basis set.

```
10
Properties=species:S:1:pos:R:3:forces:R:3:nbo_charge:R:1
C 1.38697 0.98188 -0.27010 0.25 1.67 -2.17 0.39
C -1.11475 -0.10254 -0.16538 -0.26 0.59 0.75 0.11
C -0.27015 -1.18000 0.34230 2.41 0.00 -4.16 -0.79
N 2.22676 0.48462 -0.91877 -0.05 -0.12 1.08 -0.45
N 0.32232 1.51369 0.23771 -2.45 -2.38 1.02 -0.79
S -2.58698 0.20627 -0.60602 1.44 0.17 0.14 0.28
H -0.30228 -2.20458 -0.08564 -1.05 0.73 0.09 0.27
H 0.79057 -0.89740 0.00214 -1.10 -0.43 0.75 0.30
H -0.29099 -1.19856 1.35709 -0.11 0.04 3.08 0.26
H -0.16147 2.39663 0.10667 0.92 -0.26 -0.58 0.42
```
Positions in Å, forces in eV/Å.

Values from the calculation:
lowest unoccupied orbital energy (alpha / beta) = -1.2 / -1.2 eV
E_tot = -16987.3024 eV
spin multiplicity = 1
maximum force = 4.81 eV/Å
orbital gap (alpha / beta) = 0.28581 / 0.28587 Eh
net charge = 0

---

6.
This record from the Open Molecules 2025 dataset describes the molecule C3H4N2S at a distorted geometry. The level of theory is ωB97M-V with the def2-TZVPD basis set.

```
10
Properties=species:S:1:pos:R:3:forces:R:3:nbo_charge:R:1
N -3.25925 -0.10767 -0.00176 1.03 -0.52 -0.13 -0.30
C -2.13324 -0.36935 -0.02390 -0.34 0.98 0.42 0.29
C -0.65500 -0.48109 -0.00176 -1.24 -0.52 0.30 -0.61
C 0.08825 0.80323 0.02607 1.28 2.48 -1.30 0.09
N 1.38260 0.89477 -0.02679 -2.11 0.10 0.41 -0.54
S 2.29183 -0.52307 0.00545 1.01 0.39 -0.22 0.17
H -0.33486 -0.96620 0.90198 -0.18 -0.65 0.76 0.27
H -0.40659 -1.19816 -0.77604 0.58 0.23 -0.52 0.27
H -0.48129 1.81559 -0.00633 0.94 -1.93 0.16 0.22
H 3.50754 0.13193 -0.09692 -0.95 -0.56 0.12 0.14
```
Positions in Å, forces in eV/Å.

Values from the calculation:
lowest unoccupied orbital energy = 0.6 eV
E_tot = -16989.6611 eV
spin multiplicity = 1
maximum force = 3.08 eV/Å
orbital gap = 0.37252 Eh
net charge = 0
structure (SMILES) = N#CC/C=N\S